No. 1
DFT (ωB97M-V/def2-TZVPD) results for a structure of composition C4H11INO at a distorted geometry.

Structure (XYZ):
```
18
Properties=species:S:1:pos:R:3:forces:R:3
C -0.9313 2.1047 -0.1885 1.0 -0.6 0.8
C 2.3593 -1.0133 1.0154 2.4 1.0 -0.2
C -1.5512 1.0543 -1.0642 -1.0 1.4 0.2
C 0.1204 -1.5621 0.3481 -1.4 -0.1 -3.6
N 1.3288 -1.2725 -0.0145 1.0 0.4 1.1
O -0.7653 -1.8545 -0.6004 2.8 -0.4 0.2
I -2.9689 0.0827 0.2291 -0.6 0.0 -0.3
H -0.7779 1.8585 0.9023 0.3 0.0 -1.4
H -0.0823 2.5122 -0.7092 0.9 -0.1 0.2
H -1.5776 2.8993 -0.2198 -1.8 2.1 0.5
H 2.7225 0.0771 1.0134 -1.0 -1.4 -0.2
H 1.9247 -1.2289 1.9876 0.3 -0.1 0.0
H 3.3568 -1.5797 0.8340 -2.1 0.4 0.2
H -2.1647 1.5534 -1.8471 0.5 -0.7 0.5
H -0.7688 0.4900 -1.5122 0.0 -1.3 -0.3
H -0.2093 -1.5655 1.3547 0.1 0.0 1.1
H 1.6420 -1.1046 -0.9820 -0.9 -0.5 0.4
H -1.6571 -1.4509 -0.5467 -0.4 -0.2 0.8
```
Positions in Å, forces in eV/Å.

ΔE to the lowest compared entry with this formula, charge and spin: 1.2897 eV
energy: -15956.7145 eV
max |F|: 3.86 eV Å⁻¹
highest occupied orbital energy: -13.47 eV
total charge: +1



No. 2
DFT (ωB97M-V/def2-TZVPD) results for the molecule C4H11N2 at a distorted geometry.

Structure (XYZ):
```
17
Properties=species:S:1:pos:R:3:forces:R:3
C 0.7360 -0.0235 -2.0938 1.3 0.8 -1.2
C 0.7379 -1.1892 -1.0902 0.3 2.2 -0.1
C 0.0311 -0.6666 0.2019 -3.9 -2.5 -0.7
N -1.7694 0.9245 1.7324 0.2 0.3 -1.2
C -0.3756 1.0421 1.8126 -2.9 2.4 5.5
N 0.4005 0.5457 0.8991 5.0 -1.7 -4.8
H 0.9292 0.8663 -1.4910 -0.7 0.4 -0.3
H 1.6273 -0.0062 -2.7616 -0.3 -0.6 0.4
H -0.0729 0.1130 -2.8544 0.0 -0.2 1.3
H 1.7675 -1.3578 -0.8908 1.1 -0.6 0.3
H 0.3428 -2.0506 -1.6209 -0.5 -0.3 0.9
H -0.1386 -1.4782 0.9796 0.5 0.4 -0.8
H -1.0422 -0.5728 -0.2856 1.6 0.4 1.4
H -2.3697 1.4482 2.3156 0.1 0.7 0.7
H -2.1882 0.0565 1.5251 -0.2 -1.1 -0.2
H -0.0643 1.7180 2.6497 0.3 -0.9 -1.3
H 1.4485 0.6307 0.9723 -2.0 0.2 0.3
```
Positions in Å, forces in eV/Å.

ΔE to the lowest compared entry with this formula, charge and spin: 1.2759 eV
energy: -7303.5016 eV
max |F|: 7.19 eV Å⁻¹
highest occupied orbital energy (spin up / spin down): -4.59 / -9.07 eV
multiplicity: 2
total charge: 0



No. 3
DFT (ωB97M-V/def2-TZVPD) results for a cluster of 2 separate species, C4H11N2 in total at a distorted geometry.

Structure (XYZ):
```
17
Properties=species:S:1:pos:R:3:forces:R:3
C 0.2395 -0.9795 1.0075 0.3 0.2 0.0
C 0.7648 -0.7631 -0.3923 0.1 0.0 0.1
C -0.3394 0.0917 0.1654 -4.6 -0.9 -1.6
C -2.3160 -0.1282 -0.5211 4.2 0.7 1.5
N 0.1436 1.4434 0.3912 0.4 0.0 0.2
N 1.9805 0.0229 -0.4968 0.4 -0.3 0.0
H -0.3480 -1.8652 1.1827 -0.1 0.0 0.0
H 0.8652 -0.7017 1.8441 0.2 0.0 0.1
H 0.5776 -1.5109 -1.1484 -0.1 0.1 0.0
H -2.8827 -0.0053 0.3844 -0.2 0.0 0.1
H -2.3006 -1.1224 -0.9253 0.0 -0.3 -0.1
H -2.4082 0.6636 -1.2433 -0.1 0.1 -0.2
H -0.2915 2.1321 -0.2185 0.0 -0.1 0.0
H 0.0650 1.7530 1.3603 0.0 0.0 -0.1
H 2.2550 0.1639 -1.4644 0.0 0.0 0.1
H 2.7649 -0.3996 -0.0058 -0.1 0.1 -0.1
H 1.2302 1.2053 0.0804 -0.3 0.5 0.2
```
Positions in Å, forces in eV/Å.

ΔE to the lowest compared entry with this formula, charge and spin: 3.3503 eV
energy: -7297.5977 eV
max |F|: 4.98 eV Å⁻¹
highest occupied orbital energy: -14.17 eV
total charge: +1



No. 4
DFT (ωB97M-V/def2-TZVPD) results for the ion C4H11N2 with charge +1 at a distorted geometry.

Structure (XYZ):
```
17
Properties=species:S:1:pos:R:3:forces:R:3
C -0.4059 -1.0346 1.0065 0.1 1.3 3.4
C 0.9926 -0.4008 0.6627 -3.2 -0.9 -0.3
C 0.8603 -0.2950 -0.7932 1.2 -0.2 -0.7
C 0.0486 1.5290 -2.0096 -0.5 1.5 0.6
N -0.1245 0.6706 -1.0909 -2.1 2.0 0.8
N -1.3316 0.0642 1.4756 0.2 -0.7 -0.9
H -0.2790 -1.6050 1.9268 0.2 -0.9 -0.5
H -1.1404 -1.5654 0.3492 2.1 -0.1 -0.5
H 1.1994 0.5089 1.2137 -0.4 0.4 -0.1
H 1.7379 -1.0454 0.9283 2.0 -1.9 0.5
H 1.7464 -0.1102 -1.3303 1.3 0.8 -0.7
H 0.5134 -1.1951 -1.2325 -0.3 -1.3 -0.1
H 1.0315 1.6091 -2.5107 -0.9 -0.4 -0.1
H -0.7202 2.3244 -2.1284 0.6 -0.7 -0.2
H -2.1325 -0.5776 1.3803 -0.7 1.8 1.5
H -1.0578 0.3531 2.4440 -1.0 -0.4 -1.2
H -0.9383 0.7695 -0.2914 1.4 -0.4 -1.5
```
Positions in Å, forces in eV/Å.

ΔE to the lowest compared entry with this formula, charge and spin: 3.0768 eV
energy: -7297.8713 eV
max |F|: 3.69 eV Å⁻¹
highest occupied orbital energy: -14.02 eV
SMILES string: C=[NH+]CCCN
total charge: +1



No. 5
DFT (ωB97M-V/def2-TZVPD) results for the ion C4H11N2 with charge +1 at a distorted geometry.

Structure (XYZ):
```
17
Properties=species:S:1:pos:R:3:forces:R:3
C 1.0486 1.2468 -0.1814 -2.8 0.4 1.1
C -0.4733 1.3137 0.1832 -1.2 0.6 0.2
C 0.8686 -0.2344 -0.3612 -0.1 -1.5 -1.5
C -1.5669 -0.8666 -0.2530 -1.2 -1.9 1.0
N 1.8687 -0.9783 0.1352 2.3 3.1 2.6
N -0.5215 -0.1781 0.5400 -0.5 3.1 -4.6
H 1.3144 1.7529 -1.0822 0.6 0.7 -0.1
H 1.4971 1.5245 0.7778 1.0 -0.2 -0.7
H -0.9573 1.9101 0.9872 1.2 -0.1 -0.2
H -1.1318 1.5268 -0.6720 0.4 -0.5 0.1
H 0.4899 -0.6151 -1.4195 0.6 1.0 2.3
H -1.5731 -0.6887 -1.3634 0.4 0.5 1.4
H -1.1900 -1.8600 -0.1017 -0.6 -1.2 -0.5
H -2.6324 -0.8613 0.1352 1.4 0.5 -0.2
H 2.6073 -0.4365 0.6561 -1.3 -0.9 -0.7
H 2.1882 -1.8604 -0.0441 0.1 -2.7 -1.2
H -0.3760 -0.2886 1.5134 -0.2 -0.9 1.1
```
Positions in Å, forces in eV/Å.

ΔE to the lowest compared entry with this formula, charge and spin: 2.6020 eV
energy: -7298.3461 eV
max |F|: 5.60 eV Å⁻¹
highest occupied orbital energy: -14.55 eV
SMILES string: C[N@@H+]1CC[C@H]1N
total charge: +1



No. 6
DFT (ωB97M-V/def2-TZVPD) results for a cluster of 2 separate species, C4H11N2 in total at a distorted geometry.

Structure (XYZ):
```
17
Properties=species:S:1:pos:R:3:forces:R:3
C 0.1609 0.7033 0.0186 -0.2 -0.5 -0.6
C 0.3635 0.0113 -1.1024 0.4 1.2 1.5
C 0.2154 1.5542 2.9411 -0.3 -0.6 1.1
C -0.2566 -2.1355 -2.1394 0.3 -0.8 -0.3
N 0.8088 2.1810 1.8527 0.3 0.0 -2.4
N -0.7235 -0.7995 -1.7196 -0.3 0.6 0.1
H 1.8106 2.0068 1.7853 0.1 -0.1 0.2
H -0.7932 0.7403 0.5053 -0.3 0.1 0.4
H 1.2898 -0.0273 -1.6492 0.1 -0.1 -0.2
H -0.8553 1.4129 2.7610 0.1 -0.1 0.1
H 0.6933 0.6395 3.3180 -0.1 0.1 -0.1
H 0.2711 2.2986 3.7561 0.0 0.0 0.0
H -1.0810 -2.7192 -2.5434 -0.1 0.1 0.1
H 0.5020 -2.0227 -2.9121 0.0 0.1 0.1
H 0.1770 -2.6526 -1.2859 -0.1 0.1 0.0
H -1.4939 -0.8884 -1.0420 0.2 0.1 -0.3
H -1.0890 -0.3025 -2.5442 0.0 -0.1 0.3
```
Positions in Å, forces in eV/Å.

ΔE to the lowest compared entry with this formula, charge and spin: 6.2802 eV
energy: -7294.6678 eV
max |F|: 2.44 eV Å⁻¹
highest occupied orbital energy (spin up / spin down): -13.32 / -13.47 eV
total charge: +1



No. 7
DFT (ωB97M-V/def2-TZVPD) results for the ion C4H11N2 with charge +1 at a distorted geometry.

Structure (XYZ):
```
17
Properties=species:S:1:pos:R:3:forces:R:3
C -1.0351 -1.3562 -0.0937 1.7 0.5 0.2
C 0.5374 -1.3971 0.1404 -2.2 1.0 1.0
C -0.9630 0.1665 -0.4230 0.2 -0.8 -2.3
C 1.6004 1.0631 -0.0462 -1.4 -1.1 -1.3
N -1.8115 1.0490 0.2069 -0.6 1.1 0.6
N 0.4712 0.1452 0.2819 -0.6 0.0 -0.4
H -1.5455 -2.0803 -0.7184 0.2 0.2 -0.3
H -1.4361 -1.3698 0.8821 -0.9 -0.4 1.1
H 0.8813 -1.7616 1.1103 0.0 -0.5 -0.5
H 1.0451 -1.8163 -0.6958 0.9 0.4 -0.6
H -0.9410 0.4063 -1.5876 0.4 -0.5 2.5
H 1.5109 1.3667 -1.0868 0.5 -0.3 0.0
H 1.4949 1.9026 0.5431 -0.3 1.9 1.2
H 2.4878 0.5830 0.2551 1.2 -0.6 -0.2
H -1.9411 1.0074 1.2210 -0.1 -0.3 -0.7
H -2.6140 1.4328 -0.2865 0.6 -0.1 0.1
H 0.1936 0.3746 1.2570 0.4 -0.6 -0.6
```
Positions in Å, forces in eV/Å.

ΔE to the lowest compared entry with this formula, charge and spin: 2.1550 eV
energy: -7298.7930 eV
max |F|: 2.63 eV Å⁻¹
highest occupied orbital energy: -14.19 eV
SMILES string: C[N@@H+]1CC[C@H]1N
total charge: +1



No. 8
DFT (ωB97M-V/def2-TZVPD) results for a structure of composition C4H11N2 at a distorted geometry.

Structure (XYZ):
```
17
Properties=species:S:1:pos:R:3:forces:R:3
C -1.3636 2.6322 -1.1375 -1.0 0.3 -0.1
C -0.0816 0.5689 0.8382 6.3 0.2 -2.4
C -2.4053 3.1323 -1.6509 1.2 -0.2 1.4
C 2.2222 -0.0113 0.3965 0.8 -2.7 -1.6
N 0.8123 -0.3283 0.5088 0.3 2.9 1.2
N -0.3984 -2.5242 -0.0508 1.1 -2.9 -0.1
H -0.9203 0.1139 0.9130 -6.3 -2.1 0.9
H 0.0104 1.6640 0.7555 0.4 -0.7 0.6
H 0.5426 -1.3651 0.3038 -0.9 0.4 0.5
H -3.2030 3.7371 -1.9502 -1.0 0.6 -0.2
H -1.7893 2.6444 -2.4567 0.7 -0.7 -1.1
H 2.7379 -0.2782 1.3024 0.0 -0.1 0.6
H 2.6859 -0.7354 -0.4010 -0.8 1.8 1.2
H 2.3555 1.0128 0.2094 0.4 1.3 -0.6
H -0.1007 -2.9042 -0.9865 -1.2 1.0 0.8
H -1.3633 -2.1808 0.0223 0.4 -0.7 -0.5
H -0.2679 -3.4138 0.5243 -0.6 1.8 -0.5
```
Positions in Å, forces in eV/Å.

ΔE to the lowest compared entry with this formula, charge and spin: 6.0240 eV
energy: -7294.9241 eV
max |F|: 6.76 eV Å⁻¹
highest occupied orbital energy: -14.50 eV
total charge: +1



No. 9
DFT (ωB97M-V/def2-TZVPD) results for a structure of composition C4H11N2 at a distorted geometry.

Structure (XYZ):
```
17
Properties=species:S:1:pos:R:3:forces:R:3
C -2.1276 -1.1463 -0.4373 -2.9 -1.4 0.8
C -0.8912 -1.6212 -1.0939 0.8 -0.7 0.2
C 2.1900 1.0762 1.0139 1.9 0.3 1.5
C 0.0955 0.8989 -0.3498 -1.5 0.7 2.0
N 0.8348 1.3331 0.7173 -3.1 0.4 -1.6
N -0.8677 -0.6993 0.0211 2.5 2.7 0.0
H -2.7663 -0.4439 -1.0473 0.8 -0.7 1.0
H -2.6946 -1.7980 0.3172 0.8 1.0 -1.4
H -0.3209 -2.5564 -0.9248 -1.1 0.4 -0.3
H -0.7198 -1.0741 -2.0112 0.4 -0.4 -0.3
H 2.2830 0.1490 1.6560 0.1 1.4 0.0
H 2.8059 0.8101 0.1470 -0.2 0.6 -0.1
H 2.5019 2.1052 1.5114 0.3 -2.7 -0.8
H 0.5378 0.4747 -1.2110 1.1 -0.2 -0.5
H -0.8317 1.4403 -0.6058 0.8 0.1 0.4
H 0.4073 1.9853 1.3954 0.0 -0.8 -1.0
H -0.4366 -0.9333 0.9019 -0.6 -0.8 0.2
```
Positions in Å, forces in eV/Å.

ΔE to the lowest compared entry with this formula, charge and spin: 3.4234 eV
energy: -7297.5247 eV
max |F|: 3.65 eV Å⁻¹
highest occupied orbital energy: -13.91 eV
total charge: +1



No. 10
DFT (ωB97M-V/def2-TZVPD) results for a cluster of 2 separate species, C4H11N2 in total.

Structure (XYZ):
```
17
Properties=species:S:1:pos:R:3:forces:R:3
C 1.7865 1.5332 0.3540 0.2 -0.2 -0.4
N 1.7988 0.7287 -0.6324 0.0 -0.4 0.6
H 0.8502 1.7044 0.8683 -0.1 0.5 -0.2
H 2.7226 1.9946 0.6458 0.0 -0.1 0.4
H 2.6801 0.3149 -0.9242 0.0 0.4 -0.6
H 0.9100 0.3275 -0.9762 0.0 -0.1 0.2
C -0.8823 -0.4752 1.3334 -0.3 -0.1 0.0
C -0.9502 -0.5854 -0.1667 -0.1 0.1 0.4
C -1.4233 0.4195 -0.9175 0.6 0.2 -0.3
N -0.4092 -1.7686 -0.6812 -0.2 0.6 -0.1
H 0.1410 -0.5481 1.7016 0.1 -0.1 0.0
H -1.4334 -1.2974 1.7983 0.0 0.1 0.0
H -1.3135 0.4627 1.6779 0.0 0.0 0.0
H -1.4199 0.3978 -2.0028 -0.2 -0.2 0.0
H -1.7816 1.3307 -0.4623 -0.1 -0.1 0.1
H -0.4698 -2.5393 -0.0376 0.1 -0.2 0.0
H -0.8061 -2.0002 -1.5783 0.1 -0.2 -0.2
```
Positions in Å, forces in eV/Å.

ΔE to the lowest compared entry with this formula, charge and spin: 2.0175 eV
energy: -7298.9306 eV
max |F|: 0.73 eV Å⁻¹
highest occupied orbital energy: -12.60 eV
total charge: +1